(1)
{"formula": "CH3N3O", "method": "the ωB97M-V functional and the def2-TZVPD basis", "species": ["C", "N", "N", "N", "O", "H", "H", "H"], "positions_angstrom": [[0.88194, -0.61465, 0.23534], [0.03239, 0.28613, -0.01034], [1.26380, -1.44481, 0.98957], [-2.05297, 1.04611, -0.41275], [-1.08727, 0.20030, -0.79297], [1.61417, 1.18262, 0.00466], [2.06222, -2.04065, 1.08072], [-2.71427, 1.38494, -1.09423]], "atomic_forces_ev_per_a": [[-4.046, 1.347, -0.522], [1.014, 1.296, 0.967], [1.395, -1.758, 1.194], [1.345, 1.075, 3.637], [-1.293, -1.329, -3.153], [0.871, 0.506, 0.067], [0.372, 0.105, -0.455], [0.341, -1.243, -1.736]], "nbo_charge": [0.60, -0.25, -0.62, -0.25, -0.18, -0.04, 0.41, 0.33], "spin_multiplicity": 3, "e_tot_ha": -279.04951, "orbital_gap_ha": [0.3116, 0.3315], "s2": 2.012, "relative_energy_ev": 6.0984, "e_homo_ev": [-7.88, -9.78]}

***

(2)
{"formula": "CH3N3O2S", "method": "the ωB97M-V functional and the def2-TZVPD basis", "species": ["C", "N", "N", "N", "O", "O", "S", "H", "H", "H"], "positions_angstrom": [[-0.48039, -1.27651, -0.80090], [0.45892, 0.34344, 1.32203], [-0.52443, -0.46965, -1.66117], [-0.42468, -2.02421, 0.26509], [0.13126, 1.90690, -0.86568], [1.15104, 2.87016, 1.10531], [0.56717, 1.64837, 0.69267], [0.11053, 1.24101, -1.60190], [-0.16313, -1.38330, 1.13529], [-0.82630, -2.85621, 0.40925]], "atomic_forces_ev_per_a": [[-0.669, 2.004, -2.529], [-0.026, 1.774, -0.508], [0.283, -2.269, 1.594], [2.742, 4.906, 2.485], [0.809, 1.516, 1.862], [-0.028, 0.929, 0.123], [-0.413, -2.651, -2.227], [-0.220, -0.956, 1.283], [-0.633, -1.728, -2.193], [-1.844, -3.524, 0.111]], "nbo_charge": [0.52, -0.96, -0.53, -0.86, -0.89, -0.82, 2.11, 0.57, 0.46, 0.41], "spin_multiplicity": 1, "e_tot_ha": -752.70839, "orbital_gap_ha": 0.3473, "relative_energy_ev": 3.3406, "smiles": "N#S(=O)O.N#CN", "e_homo_ev": -10.25}